# 1
{"formula": "C6H8OS", "method": "ωB97M-V/def2-TZVPD", "elements": ["H", "H", "H", "H", "H", "S", "H", "H", "C", "C", "O", "C", "C", "H", "C", "C"], "xyz": [[1.125, -0.957, -1.654], [-0.103, 1.474, 1.824], [-1.188, -0.018, -1.739], [0.024, -2.096, -0.825], [-2.106, 0.824, 0.492], [2.534, -2.068, 0.819], [1.090, 1.528, -0.654], [-0.595, 2.204, -0.552], [0.488, -1.081, -0.822], [1.307, -1.002, 0.440], [0.999, -0.110, 1.353], [0.064, 1.313, -0.438], [-1.306, 0.046, 0.545], [-1.659, -0.880, 1.061], [-0.076, 0.798, 0.999], [-0.597, 0.025, -0.850]], "forces_ev_per_angstrom": [[0.808, -0.177, -0.967], [-0.172, 0.467, 0.488], [-0.391, -0.024, -0.602], [0.422, 0.702, -0.222], [0.248, -0.887, 0.170], [-0.922, 0.759, -0.662], [0.552, 0.192, -0.799], [0.612, -0.575, -0.111], [-1.659, -0.078, 0.969], [1.669, -1.890, 0.670], [-0.538, 0.782, -0.321], [-0.256, 1.366, 1.123], [-1.183, 0.154, -0.339], [0.409, 0.721, -0.445], [0.167, -0.079, 0.395], [0.235, -1.432, 0.655]], "mulliken_charge": [0.3693, 0.5094, 0.4454, 0.3189, 0.3150, -0.2963, 0.3416, 0.3223, -0.6039, 0.1561, -0.3817, -0.7003, -0.5935, 0.2974, -0.1945, -0.3052], "spin_multiplicity": 1, "de_lowest_kcal_mol": 28.6, "energy_ha": -706.8006, "smiles": "S=C1C[C@H]2C[C@H](C2)O1", "largest_force_ev_per_a": 2.61}

***

# 2
{"formula": "C50H50AsBr4IMnN6O5", "method": "ωB97M-V/def2-TZVPD", "elements": ["H", "H", "H", "H", "O", "C", "O", "C", "O", "C", "O", "H", "Br", "C", "O", "C", "C", "C", "H", "C", "H", "C", "H", "C", "C", "H", "H", "C", "N", "H", "H", "C", "H", "C", "H", "H", "N", "H", "I", "C", "C", "C", "C", "H", "C", "C", "H", "H", "H", "C", "C", "C", "N", "H", "H", "H", "C", "H", "C", "H", "C", "N", "N", "N", "H", "H", "H", "H", "H", "H", "H", "C", "C", "C", "C", "C", "H", "Br", "H", "H", "H", "C", "C", "H", "C", "C", "C", "C", "Br", "C", "H", "H", "H", "H", "As", "H", "C", "Mn", "C", "H", "C", "C", "C", "H", "H", "C", "Br", "H", "C", "H", "H", "H", "C", "C", "C", "C", "C", "H"], "xyz": [[1.404, -1.574, -1.713], [-2.327, -6.010, -1.799], [-3.636, -1.123, -3.849], [-2.641, 5.666, -1.063], [1.555, 1.215, -3.191], [-1.474, -2.539, -4.819], [-2.141, 0.060, 0.051], [-1.699, 3.741, -0.701], [-0.110, -0.413, 1.574], [-0.046, -3.056, -4.744], [-1.784, -1.632, -2.167], [-0.760, -4.176, -2.195], [-5.628, -1.782, 3.496], [-2.814, 4.516, 1.464], [-0.874, -0.318, -6.606], [1.114, 4.501, -0.789], [-1.526, -6.580, -1.348], [4.471, 2.954, 4.698], [0.775, 4.096, 2.563], [-0.125, -4.500, -1.371], [1.160, 2.781, -1.972], [2.686, 0.734, 0.383], [5.966, 4.446, 5.060], [1.727, 0.070, -0.375], [-1.865, 5.036, -1.492], [-0.921, 5.583, -1.508], [-0.071, -5.202, 1.656], [-1.594, -1.057, -4.438], [-0.277, 0.017, -2.521], [6.099, 0.759, 0.796], [-2.123, -3.094, -4.137], [-2.408, -3.783, 0.414], [-0.049, -3.628, 2.494], [-0.509, 5.136, 1.018], [-0.844, -9.703, -0.224], [4.801, 6.167, 3.694], [2.419, 1.784, 1.276], [0.380, -2.903, -3.753], [-3.688, 2.753, -0.954], [2.631, 3.589, 3.310], [-2.795, -1.506, 3.784], [0.248, -4.161, 1.594], [0.545, 0.589, -3.440], [-2.778, 1.266, -3.493], [-3.669, -0.820, 1.651], [-1.027, 2.804, 1.607], [-0.003, -4.125, -4.954], [-4.235, 4.506, 3.018], [-3.387, -0.899, -5.590], [5.031, 4.216, 4.568], [-1.207, -0.893, -2.949], [-3.319, 4.073, 2.636], [0.123, 2.153, 1.110], [-4.267, 1.190, -4.403], [5.463, -0.988, -0.531], [3.029, 0.534, 3.573], [4.415, -0.712, -0.478], [-2.670, -8.385, -1.260], [0.498, 3.394, -1.372], [2.876, 0.894, 5.294], [-3.212, 0.914, -4.428], [-0.722, 2.891, -1.269], [1.406, 3.308, 2.688], [0.252, 0.448, -4.817], [0.597, -2.549, -5.467], [3.235, 2.190, 1.702], [1.261, 6.120, 0.578], [2.120, 4.711, -1.129], [5.002, 1.028, 2.147], [-0.741, 5.864, 1.786], [-2.743, 1.458, -5.251], [-0.314, -5.944, -1.080], [-1.271, -0.676, 2.069], [-0.695, -8.659, -0.465], [-1.716, -7.919, -1.044], [0.625, 5.280, 0.289], [2.686, 5.577, 2.542], [-5.068, -0.730, 0.387], [-3.054, -3.328, -0.335], [1.334, -4.109, 1.516], [-1.861, -2.654, -5.834], [-1.501, -1.189, 3.341], [-3.049, -0.585, -4.598], [-2.146, 4.777, -2.511], [-3.871, -1.339, 2.941], [-2.405, -0.439, 1.223], [-1.531, 4.017, 0.856], [5.108, 1.128, 1.062], [-3.039, -2.138, 5.555], [1.251, 2.380, 1.654], [-2.698, -3.405, 1.396], [0.912, -4.285, -1.641], [1.574, 1.288, 4.161], [1.324, -8.602, 0.259], [-0.568, -3.208, 0.087], [1.649, -6.223, -0.274], [4.052, 0.368, 0.303], [-0.276, 0.399, -0.350], [4.380, 5.178, 3.808], [3.748, -2.285, -1.789], [3.194, 4.858, 3.171], [-1.570, 2.401, 2.793], [2.141, -1.025, -1.137], [5.089, 2.198, 0.836], [-2.505, -4.870, 0.405], [2.653, 1.263, 4.293], [0.023, -1.391, 4.452], [0.889, 0.950, -5.424], [0.703, -6.701, -0.498], [4.965, 2.205, 5.304], [-1.101, 1.571, 3.308], [-3.126, 2.643, 4.266], [-0.730, -0.278, -5.395], [3.262, 2.619, 4.094], [-2.704, 3.013, 3.343], [3.462, -1.432, -1.186], [0.518, -8.040, -0.195], [-3.325, 5.299, 0.920]], "forces_ev_per_angstrom": [[0.045, 0.030, 0.041], [-0.034, 0.028, -0.028], [0.011, 0.015, -0.026], [-0.035, 0.050, 0.012], [0.157, 0.082, 0.021], [-0.101, -0.015, 0.045], [-0.135, 0.213, -0.193], [-0.134, 0.000, 0.023], [0.272, 0.060, -0.271], [0.068, -0.076, -0.062], [0.007, -0.022, -0.111], [-0.015, 0.006, -0.051], [-0.004, -0.036, 0.066], [-0.031, 0.043, -0.013], [-0.028, 0.004, -0.098], [-0.040, 0.057, 0.121], [-0.008, -0.012, -0.009], [0.004, 0.028, 0.025], [0.096, -0.053, -0.043], [0.056, 0.023, -0.096], [0.006, 0.008, -0.029], [0.159, -0.102, -0.035], [0.046, 0.018, 0.025], [-0.076, -0.031, -0.031], [-0.025, 0.030, -0.052], [-0.152, -0.068, -0.053], [0.005, 0.010, 0.037], [0.061, 0.078, 0.078], [-0.409, -0.307, 0.123], [0.006, -0.016, 0.006], [0.025, -0.011, -0.016], [0.017, 0.002, 0.083], [-0.015, 0.015, 0.102], [0.034, -0.055, 0.019], [-0.004, -0.040, 0.007], [0.036, 0.054, -0.003], [-0.010, 0.040, 0.012], [0.033, 0.031, 0.090], [-0.011, -0.066, -0.044], [-0.098, 0.061, -0.121], [0.057, -0.031, 0.191], [-0.036, -0.114, -0.041], [0.061, 0.120, 0.049], [0.041, 0.014, 0.066], [0.085, 0.050, -0.081], [0.036, 0.041, -0.019], [0.004, -0.033, -0.004], [-0.049, 0.031, 0.022], [-0.011, 0.015, 0.010], [-0.019, -0.019, -0.013], [-0.103, -0.132, -0.019], [0.009, -0.087, 0.056], [-0.159, -0.101, -0.090], [-0.024, 0.014, -0.018], [0.012, -0.020, -0.003], [0.007, -0.031, -0.029], [0.026, -0.043, -0.068], [-0.027, -0.022, -0.005], [0.185, -0.173, -0.087], [0.011, -0.042, 0.053], [-0.075, 0.105, -0.011], [-0.008, 0.210, -0.290], [-0.146, 0.026, 0.003], [0.123, 0.102, -0.085], [0.002, 0.007, -0.025], [-0.112, -0.044, -0.100], [-0.018, -0.010, -0.003], [0.069, 0.012, -0.023], [-0.023, -0.005, 0.037], [-0.024, 0.087, 0.025], [0.020, 0.016, -0.010], [-0.011, 0.035, -0.009], [-0.317, -0.213, 0.112], [-0.004, 0.007, 0.001], [-0.002, -0.027, 0.008], [0.152, 0.120, -0.020], [-0.018, 0.037, -0.014], [-0.008, 0.083, -0.057], [-0.021, 0.002, -0.023], [0.057, -0.001, -0.004], [0.003, 0.008, 0.027], [0.043, -0.003, 0.044], [-0.023, -0.149, 0.015], [-0.011, 0.012, -0.047], [-0.132, 0.006, -0.027], [-0.015, -0.168, -0.111], [-0.103, 0.117, 0.070], [0.017, 0.002, 0.008], [-0.040, -0.028, 0.037], [0.335, 0.036, 0.020], [-0.009, -0.023, -0.030], [-0.014, -0.023, 0.003], [-0.042, 0.009, 0.024], [0.013, -0.017, 0.012], [0.054, 0.095, 0.034], [0.025, 0.009, -0.001], [-0.177, 0.055, 0.060], [0.521, 0.259, 0.348], [-0.019, -0.053, -0.006], [0.023, -0.017, -0.008], [0.003, 0.019, 0.043], [-0.026, -0.107, 0.056], [0.068, 0.011, 0.067], [0.007, 0.039, -0.028], [-0.026, -0.009, 0.016], [0.017, -0.040, 0.046], [0.019, -0.009, -0.015], [-0.100, -0.079, 0.119], [0.028, -0.006, 0.007], [0.038, -0.016, 0.029], [0.009, 0.029, 0.025], [-0.008, -0.009, 0.034], [-0.040, -0.022, -0.001], [0.121, -0.065, 0.086], [-0.056, 0.014, -0.010], [-0.051, 0.031, 0.000], [0.011, -0.035, 0.014], [0.013, 0.069, 0.012]], "mulliken_charge": [0.1046, 0.4459, 0.4302, 0.3804, -0.8039, -1.4176, -0.0158, -0.7358, -0.5417, -1.0387, -0.8159, -0.2287, -0.2187, -1.1359, -0.7284, -1.7379, -0.1853, -0.6692, 0.2687, -0.7487, 0.2283, -0.7103, 0.3698, 0.4302, -1.0907, 0.2437, 0.4437, 3.0845, 1.0170, 0.4213, 0.4033, -1.2631, 0.2896, -2.1129, 0.3624, 0.4161, 1.0447, 0.0122, -0.1384, -0.2537, 0.1344, -1.3465, -0.6889, -0.0110, -0.0356, -2.9100, 0.4625, 0.4199, 0.4416, -0.6547, -1.2508, -0.5641, 1.4688, 0.4932, 0.3039, 0.2012, -0.9878, 0.3663, 0.4641, 0.5218, -1.0341, 0.2044, 0.8978, 0.2922, 0.3934, -0.2095, 0.4855, 0.3339, 0.2120, 0.1619, 0.3075, 0.1995, -0.5016, -0.4279, -0.7003, -0.0619, 0.4409, -0.1742, 0.0886, 0.2609, 0.5156, 0.2696, -1.3891, 0.4066, 0.2107, 0.4376, 4.1255, -1.4649, -0.2262, -1.2033, 0.3496, 0.7548, -0.1622, 0.3697, 1.3655, 0.3351, 1.9015, 0.2754, -0.6807, 0.5059, -0.8347, 0.5998, 0.9965, 0.2798, 0.5884, -0.8314, -0.1535, 0.3279, -0.2907, 0.4179, 0.5128, 0.4472, -0.6151, 1.3395, -1.3494, -1.4712, -0.6877, 0.2248], "total_charge": -2, "spin_multiplicity": 6, "de_lowest_kcal_mol": 25.8, "energy_ha": -16620.7412, "largest_force_ev_per_a": 0.68, "s_squared": 8.917}